C3H5NO2 | ωB97M-V/def2-TZVPD

Geometry as XYZ:
```
11
Properties=species:S:1:pos:R:3:mulliken_charge:R:1
C 0.92 -1.40 0.81 -1.23
C 1.63 -0.29 0.82 0.89
O 2.31 0.66 0.78 -0.36
O -0.62 1.21 0.88 -0.56
C -1.13 1.23 -0.23 0.08
N -0.93 0.31 -1.19 -0.26
H -0.11 -1.35 1.15 0.40
H -0.29 -0.46 -1.01 0.23
H 1.41 -2.34 0.63 0.28
H -1.82 2.03 -0.54 0.32
H -1.37 0.39 -2.09 0.21
```

Results
Energy relative to the best compared isomer or geometry (same formula, charge and spin) (eV): 1.305
Structure (SMILES): C=C=O.NC=O
Net charge: 0
HOMO energy (eV): -9.19
HOMO-LUMO gap (eV): 10.07